17
Properties=species:S:1:pos:R:3:forces:R:3:nbo_charge:R:1 method="wB97M-V/def2-TZVPD" total_energy_ha=-234.805861 e_homo_ha=-0.378 gap_ev=11.281
O -1.36570 0.73204 -0.74853 0.337 -0.317 -0.341 -0.721
C 2.54350 -0.32730 0.34798 -0.234 0.021 -0.472 -0.612
C -1.76381 -0.20315 1.48807 0.527 -0.347 0.015 -0.634
C -1.91091 -0.36579 -0.03301 -0.176 -0.044 1.122 -0.063
C 2.26769 0.27036 -1.05242 -0.199 -0.907 0.436 -0.596
H 1.22812 0.07299 -1.28050 -0.223 0.157 -0.244 0.171
H -0.75897 0.08599 1.81196 0.004 0.286 -0.436 0.207
H 2.92834 0.37350 1.08042 0.190 0.102 -0.042 0.211
H -2.46420 0.54953 1.82680 -0.115 0.031 0.354 0.209
H -1.44248 -1.29735 -0.31075 0.190 -0.348 -0.389 0.157
H -2.98860 -0.45645 -0.22612 0.262 0.102 -0.321 0.166
H -1.89176 -1.16260 2.01732 -0.556 0.306 -0.290 0.208
H 1.62221 -0.73718 0.75058 -0.095 -0.032 0.191 0.201
H 2.43576 1.32969 -1.16501 0.240 0.217 0.018 0.215
H 3.22354 -1.16413 0.22359 0.230 -0.004 0.329 0.205
H 2.82070 -0.31699 -1.78189 0.191 0.401 -0.233 0.207
H -0.57050 0.41348 -1.20975 -0.574 0.377 0.303 0.469



17
Properties=species:S:1:pos:R:3:forces:R:3:nbo_charge:R:1 method="wB97M-V/def2-TZVPD" total_energy_ha=-234.715462 e_homo_ha=-0.364 gap_ev=10.840
O -1.16917 0.17018 1.19557 -3.082 0.009 -0.416 -0.738
C 1.20552 -2.42347 -0.82266 3.471 0.425 4.185 -0.624
C 1.01478 -1.05911 -1.29153 -0.964 3.519 -1.643 -0.598
C -1.09289 1.23255 0.20589 -0.503 -1.176 -0.915 -0.072
C -0.02402 2.12485 0.84833 -2.145 4.472 -6.258 -0.617
H 2.06825 -2.89602 -1.23344 1.603 0.365 -0.549 0.202
H 1.29808 -1.13831 -2.35992 0.076 0.869 0.296 0.202
H -2.18773 1.67667 0.02488 2.577 -0.564 0.433 0.168
H 1.50544 -2.47705 0.30361 -1.579 -0.345 -1.698 0.207
H -2.14380 0.21339 1.43039 1.925 -0.726 -0.030 0.469
H -0.33822 3.30985 0.76360 1.094 -2.805 -0.245 0.190
H 0.25155 2.04432 1.78007 0.235 -1.268 5.371 0.214
H -0.09354 -0.68123 -1.37084 2.119 -1.166 0.553 0.195
H -0.74089 0.70836 -0.87250 -1.010 2.034 3.017 0.173
H 0.89959 1.91653 0.34808 0.646 0.498 -0.792 0.209
H 0.58725 -3.09779 -1.24320 -3.341 -2.129 -0.301 0.214
H 1.62696 -0.18908 -0.77549 -1.122 -2.011 -1.008 0.207



17
Properties=species:S:1:pos:R:3:forces:R:3:nbo_charge:R:1 method="wB97M-V/def2-TZVPD" total_energy_ha=-234.790764 e_homo_ha=-0.375 gap_ev=11.157
O 0.23919 0.18095 0.95593 -0.345 -0.583 0.584 -0.734
C 2.64157 0.89302 0.97961 0.192 -0.982 0.386 -0.646
C -2.36804 -0.91532 -0.35733 -0.921 2.420 -2.623 -0.607
C 1.16166 1.24879 0.88802 0.360 -0.407 -2.444 -0.060
C -1.59544 -1.00657 -1.73101 0.052 -2.292 1.463 -0.610
H 0.91086 1.98218 1.66789 -0.025 0.064 -0.586 0.176
H -2.39483 0.17244 -0.12853 0.453 -0.799 0.680 0.213
H -0.61502 -1.36104 -1.42601 0.455 0.115 -0.371 0.197
H -2.00615 -1.83881 -2.32734 0.065 0.445 -0.007 0.194
H 0.65648 -0.66843 1.12392 0.247 0.174 0.085 0.467
H -1.89257 -1.52552 0.39114 -0.318 -0.057 0.298 0.209
H 1.02153 1.57469 -0.21234 0.105 0.595 1.891 0.165
H 3.01918 0.10036 0.26095 -0.665 1.094 0.593 0.210
H 2.93357 0.57310 1.98641 -0.227 -0.210 -0.012 0.202
H -1.44376 -0.15129 -2.35078 -0.383 0.828 -0.085 0.206
H 3.17203 1.82301 0.85901 0.445 0.274 -0.462 0.221
H -3.44024 -1.08155 -0.57954 0.509 -0.678 0.610 0.198



17
Properties=species:S:1:pos:R:3:forces:R:3:nbo_charge:R:1 method="wB97M-V/def2-TZVPD" total_energy_ha=-234.797630 e_homo_ha=-0.376 gap_ev=11.183
O -2.11530 -0.70859 -2.71688 0.734 0.531 0.332 -0.718
C 0.38465 -0.90398 -2.65038 0.359 0.652 0.282 -0.652
C -0.27998 1.02440 2.78101 1.779 0.266 -1.127 -0.617
C 1.26341 0.77256 2.73097 -0.528 -0.602 0.155 -0.609
C -0.91657 -0.51291 -1.91887 -0.453 -1.307 -0.861 -0.070
H -0.40179 2.06256 3.07072 -0.656 -0.176 0.675 0.209
H -1.00422 -1.24041 -1.10918 -0.057 0.665 0.571 0.164
H -0.61360 0.99959 1.74384 -0.428 -0.232 0.102 0.202
H 1.83599 1.65175 3.00620 0.084 0.106 -0.143 0.203
H 1.55164 0.41972 1.74213 0.194 0.210 -0.052 0.199
H 1.07297 -0.06039 -2.66926 -0.001 0.137 -0.206 0.216
H 1.55579 -0.02760 3.41193 0.001 0.073 0.121 0.201
H -0.92230 0.52904 -1.61979 0.043 -0.070 0.341 0.181
H -0.75881 0.24752 3.35961 -0.451 0.351 0.256 0.211
H 0.27313 -1.24218 -3.68135 -0.299 0.036 0.019 0.209
H -1.84878 -1.33962 -3.37771 -0.219 -0.372 -0.474 0.457
H 0.92377 -1.67146 -2.10299 -0.103 -0.268 0.009 0.212



17
Properties=species:S:1:pos:R:3:forces:R:3:nbo_charge:R:1 method="wB97M-V/def2-TZVPD" total_charge=+1 total_energy_ha=-234.437753 e_homo_ha="-0.550 / -0.550" spin_multiplicity=2 gap_ev="10.909 / 4.694"
O -0.74633 -0.90521 -1.74004 0.330 -0.032 0.007 -0.238
C -1.32653 0.95095 1.41362 -0.372 -0.480 -0.579 -0.613
C -0.26401 1.95968 1.81736 -0.070 0.013 0.013 -0.613
C 1.67027 -1.13699 -1.57435 0.473 0.654 -0.540 -0.544
C 0.24998 -1.42954 -0.95499 -1.283 -0.399 0.312 -0.088
H 1.80006 -1.59374 -2.54726 -0.039 -0.220 -0.059 0.245
H -1.40280 0.77525 0.32917 0.309 0.241 0.058 0.170
H -0.39520 2.25651 2.86144 0.000 0.042 -0.179 0.227
H 0.14246 -0.99116 0.03371 0.123 0.084 -0.027 0.263
H -1.18957 -0.03250 1.85628 0.187 -0.122 0.308 0.193
H 1.73202 -0.05130 -1.66822 -0.051 -0.074 0.067 0.261
H -0.31843 2.84987 1.18378 0.049 -0.066 0.210 0.216
H 2.41164 -1.48721 -0.86526 -0.115 -0.273 0.195 0.279
H -2.33940 1.23565 1.67612 -0.078 0.312 0.248 0.231
H 0.09987 -2.53719 -0.98316 0.502 0.188 0.015 0.294
H 0.74266 1.54205 1.74149 -0.014 0.041 -0.096 0.193
H -0.86669 -1.40511 -2.57971 0.049 0.090 0.049 0.524



17
Properties=species:S:1:pos:R:3:forces:R:3:nbo_charge:R:1 method="wB97M-V/def2-TZVPD" total_charge=+1 total_energy_ha=-234.421036 e_homo_ha="-0.550 / -0.550" spin_multiplicity=2 gap_ev="11.138 / 4.681"
O -1.48464 -1.76023 -2.35560 0.092 0.123 0.125 -0.244
C 1.60596 0.93932 1.35258 -1.447 -2.377 0.287 -0.606
C -0.56738 -1.18180 -1.50200 -0.920 1.182 -1.071 -0.114
C 0.40801 0.32969 2.16748 0.206 1.396 -0.795 -0.593
C -0.78559 0.31103 -1.28813 1.408 -0.150 -0.733 -0.661
H -0.36741 -0.02372 1.47890 -0.041 -0.066 0.183 0.149
H 2.40263 1.19042 2.04079 0.242 0.273 -0.364 0.239
H -0.80900 -1.64053 -0.49781 0.310 -0.552 0.129 0.374
H 0.38971 -1.57709 -1.87709 0.218 -0.163 0.686 0.308
H -0.38232 0.63871 -0.33312 -0.818 -0.074 0.273 0.286
H -1.79529 0.56631 -1.57065 -0.501 0.330 0.693 0.235
H -0.15259 0.89843 -1.96415 0.115 -0.370 -0.433 0.284
H 1.83992 0.07357 0.72337 1.035 0.358 -0.169 0.180
H -0.01990 1.15929 2.71349 -0.394 -0.195 0.581 0.220
H 1.27419 1.72217 0.68103 0.168 0.493 0.278 0.197
H 0.67180 -0.49880 2.81186 0.250 0.061 0.162 0.223
H -2.22807 -1.14675 -2.58095 0.079 -0.268 0.168 0.525



18
Properties=species:S:1:pos:R:3:forces:R:3:nbo_charge:R:1 method="wB97M-V/def2-TZVPD" total_energy_ha=-310.045687 e_homo_ha=-0.343 gap_ev=10.076
O 1.67623 1.02941 -2.67096 0.344 -0.733 0.497 -0.931
O -1.38270 0.07953 2.60942 -0.053 -0.387 -0.016 -0.940
C 1.35964 -0.70006 1.27498 -0.666 -1.200 -0.271 -0.640
C -0.52213 0.20084 -0.19112 -0.042 0.648 0.940 -0.182
C -1.54045 0.13413 -1.28873 -0.156 -1.795 0.058 -0.653
C 0.36631 -0.74150 0.13963 -0.268 0.524 -0.136 -0.229
H 2.51012 0.70500 -2.29475 0.014 0.458 -0.343 0.463
H 1.07992 0.40936 -2.22621 -0.294 0.302 -0.101 0.468
H -1.03562 0.30829 -2.23349 -0.348 0.150 -0.377 0.217
H -1.79217 -0.12341 3.45227 -0.098 0.050 0.225 0.468
H -0.60578 1.13699 0.40339 0.533 -0.751 -0.328 0.214
H 1.30411 0.14247 1.93376 -0.047 0.696 -0.014 0.230
H 1.09031 -1.57078 1.88579 0.322 0.012 0.188 0.205
H -2.35620 0.81895 -1.14548 -0.087 0.580 -0.017 0.223
H -1.28676 -0.78420 2.17823 0.007 0.403 -0.017 0.474
H -2.03885 -0.87284 -1.32405 0.644 0.698 -0.145 0.211
H 0.35309 -1.69274 -0.39857 0.003 0.175 -0.108 0.188
H 2.37086 -0.88762 0.92629 0.192 0.170 -0.035 0.213



18
Properties=species:S:1:pos:R:3:forces:R:3:nbo_charge:R:1 method="wB97M-V/def2-TZVPD" total_energy_ha=-310.031099 e_homo_ha=-0.340 gap_ev=10.042
O -6.76763 1.50475 0.69470 -0.287 -0.627 -0.085 -0.926
O 5.70555 -4.80111 0.35807 -1.152 0.062 0.453 -0.923
C -0.53606 1.13663 1.35349 1.273 0.357 0.757 -0.648
C 1.30171 0.59495 -2.05997 -1.300 0.450 1.891 -0.641
C 0.51915 0.94248 0.29047 -1.162 -0.110 0.288 -0.195
C 0.21041 0.82284 -0.98321 1.558 0.285 -1.335 -0.174
H -6.52299 0.97500 1.45739 0.305 0.233 0.368 0.463
H -0.77266 0.15791 1.78607 -0.639 0.225 -0.265 0.217
H 5.27232 -3.94290 0.44742 0.555 0.382 -0.259 0.461
H 0.93531 1.19589 -2.88135 0.726 -0.128 -0.646 0.212
H 1.40723 -0.46228 -2.27585 -0.022 -0.049 -0.422 0.213
H 1.55390 0.81556 0.59479 -0.060 -0.123 0.141 0.189
H 2.20936 0.96655 -1.58251 0.244 0.008 -0.672 0.209
H -0.74103 1.11584 -1.39491 -0.596 -0.395 0.312 0.189
H -0.07181 1.65923 2.18491 0.142 0.184 0.299 0.207
H -1.36814 1.79385 1.08857 -0.165 -0.705 -0.348 0.222
H -7.29766 0.85059 0.21857 -0.015 0.394 -0.283 0.463
H 4.96305 -5.32579 0.70334 0.596 -0.444 -0.195 0.461



18
Properties=species:S:1:pos:R:3:forces:R:3:nbo_charge:R:1 method="wB97M-V/def2-TZVPD" total_energy_ha=-310.063393 e_homo_ha=-0.382 gap_ev=11.186
O 1.82209 0.09932 -1.25697 -0.611 -0.183 0.084 -0.741
O -3.43703 -1.28496 0.98996 -0.020 0.409 0.191 -0.934
C 1.17725 -0.04212 0.04399 1.430 0.137 -0.426 0.100
C 1.10921 -1.52602 0.43424 -0.551 0.547 -0.043 -0.640
C -0.07854 2.13123 -0.41437 0.448 -0.267 0.740 -0.610
C -0.15041 0.66564 0.03832 -0.148 0.556 0.126 -0.413
H 0.06768 -1.83833 0.56633 0.142 -0.088 -0.066 0.210
H 2.72404 0.36041 -1.07622 0.174 -0.003 -0.190 0.468
H -0.86947 0.10502 -0.56436 0.067 -0.068 -0.100 0.190
H -0.50762 0.66109 1.07263 -0.182 -0.219 -0.039 0.205
H -1.07739 2.54508 -0.50680 -0.058 0.082 -0.420 0.209
H -3.58423 -0.46908 1.49345 0.030 -0.358 -0.167 0.468
H 0.40342 2.71643 0.37596 0.055 -0.013 -0.024 0.197
H 1.62292 -1.69987 1.37468 0.156 -0.191 0.001 0.212
H 1.89325 0.48327 0.69461 -0.584 -0.055 0.427 0.154
H 0.54670 2.24636 -1.29833 -0.418 0.000 -0.202 0.226
H 1.55631 -2.08719 -0.38048 0.060 -0.242 0.130 0.232
H -2.93437 -0.99582 0.22188 0.009 -0.046 -0.023 0.468



18
Properties=species:S:1:pos:R:3:forces:R:3:nbo_charge:R:1 method="wB97M-V/def2-TZVPD" total_charge=+1 total_energy_ha=-309.720336 e_homo_ha="-0.516 / -0.516" spin_multiplicity=2 gap_ev="9.044 / 5.500"
O 0.58508 -4.37526 -2.15237 -0.159 0.345 -0.295 -0.941
O -3.86222 2.35059 -1.09927 0.082 -0.151 0.887 -0.932
C 0.91975 -0.00235 1.22559 0.311 -0.492 -0.581 0.135
C -0.12504 -0.33200 2.17372 -0.310 0.567 0.052 -0.722
C 2.03034 1.32071 -0.64966 0.053 0.800 1.380 -0.715
C 0.98394 1.11390 0.36455 -0.220 -0.165 -0.144 0.145
H -4.78270 2.12547 -0.90434 0.095 0.066 -0.275 0.476
H 0.19754 1.85125 0.45225 -0.153 0.126 0.060 0.221
H 0.30691 -0.86455 3.00588 -0.025 -0.447 0.277 0.282
H -0.68517 0.52211 2.53380 -0.068 0.335 -0.016 0.261
H -0.88589 -0.97646 1.69389 0.309 -0.166 -0.026 0.318
H -0.32671 -4.50962 -1.87329 0.035 -0.119 0.003 0.469
H 1.70788 -0.74625 1.11421 0.080 0.122 -0.021 0.226
H 0.50354 -4.07471 -3.07085 0.106 -0.192 0.302 0.472
H 2.07539 2.38623 -0.87192 -0.099 -0.116 -0.445 0.270
H 2.98752 1.05804 -0.19057 0.118 -0.410 -0.336 0.271
H -3.47914 2.42052 -0.20605 -0.182 0.091 -0.580 0.456
H 1.84899 0.73237 -1.54560 0.025 -0.192 -0.241 0.307